Entry P
DFT (ωB97M-V/def2-TZVPD) results for 3 unconnected molecules or ions with the total composition C4H14NO2.

Computed properties:
Highest occupied orbital energy   -0.509 Ha
Gap between HOMO and LUMO   10.66 eV
Multiplicity   1
Charge   +1

CARTESIAN COORDINATES (ANGSTROEM)
C1 1.724 -1.026 2.395
C2 1.838 -0.921 0.856
C3 0.650 -0.459 0.182
C4 0.520 -0.241 -1.130
N1 -0.864 0.380 -1.437
H1 0.756 -0.620 2.753
H2 2.439 -0.386 2.923
H3 1.782 -2.017 2.810
H4 2.202 -1.974 0.645
H5 2.765 -0.299 0.769
H6 -0.295 -0.252 0.720
H7 1.215 -0.305 -1.959
H8 -1.664 -0.155 -1.110
H9 -0.752 1.352 -1.158
H10 -1.019 0.352 -2.459
H11 -4.196 -0.079 -3.245
H12 -4.436 -0.831 -1.932
O1 -4.130 0.006 -2.285
H13 -0.098 2.912 0.623
H14 1.028 2.382 1.422
O2 0.534 2.181 0.618


Entry Q
DFT (ωB97M-V/def2-TZVPD) results for 3 unconnected molecules or ions with the total composition C4H14NO2.

Computed properties:
Highest occupied orbital energy   -0.548 Ha
Gap between HOMO and LUMO   9.63 eV
Multiplicity   1
Charge   +1

CARTESIAN COORDINATES (ANGSTROEM)
C1 1.704 -0.501 1.540
C2 2.009 -0.143 0.078
C3 0.849 -0.516 -0.851
C4 -1.663 -0.019 -0.709
N1 -0.491 -0.267 -0.198
H1 2.587 -0.806 2.101
H2 1.417 0.402 2.061
H3 1.091 -1.390 1.650
H4 2.091 0.932 -0.030
H5 2.906 -0.685 -0.207
H6 0.787 -0.019 -1.817
H7 0.822 -1.604 -0.903
H8 -1.830 0.963 -1.147
H9 -2.469 -0.752 -0.672
H10 -0.639 -0.711 0.719
H11 -1.636 -1.516 2.780
H12 -2.263 -0.143 2.821
O1 -1.856 -0.770 2.207
H13 -1.216 2.282 -3.858
H14 -0.937 3.074 -2.671
O2 -1.264 2.188 -2.895


How far above the most stable structure does each one sit? In hartree: entry P 0.0000; entry Q 0.0272.


Entry P
DFT (ωB97M-V/def2-TZVPD) results for 2 unconnected molecules or ions with the total composition C3H10N2O.

Computed properties:
SMILES string   C/C(N)=C/N.O
Highest occupied orbital energy   -0.252 Ha
Gap between HOMO and LUMO   7.73 eV
Multiplicity   1
Charge   0

CARTESIAN COORDINATES (ANGSTROEM)
C1 -1.034 1.381 0.961
C2 -0.844 -0.104 0.432
N1 -1.874 -0.841 -0.144
C3 0.419 -0.609 0.487
N2 0.447 -1.971 0.059
H1 -0.932 2.053 0.091
H2 -0.206 1.593 1.702
H3 -2.085 1.425 1.381
H4 -2.786 -0.467 0.041
H5 -1.857 -1.654 -0.655
H6 1.373 -0.245 1.025
H7 1.182 -2.750 0.026
H8 -0.381 -2.336 -0.372
O1 3.098 1.512 -2.035
H9 3.309 1.737 -1.108
H10 2.172 1.277 -1.891


Entry Q
DFT (ωB97M-V/def2-TZVPD) results for 3 unconnected molecules or ions with the total composition C3H10N2O.

Computed properties:
Highest occupied orbital energy   -0.260 Ha
Gap between HOMO and LUMO   8.09 eV
Multiplicity   1
Charge   0

CARTESIAN COORDINATES (ANGSTROEM)
C1 -0.647 -0.598 0.103
C2 0.264 -0.080 -0.843
C3 -1.662 0.649 -1.242
N1 2.155 0.098 1.070
N2 -0.637 -0.203 1.385
O1 1.876 -0.787 -0.020
H1 -1.189 -1.505 -0.147
H2 2.894 0.742 0.782
H3 2.556 -0.474 1.814
H4 0.305 0.023 1.748
H5 -1.261 -0.666 2.028
H6 0.418 -0.627 -1.760
H7 0.665 0.920 -0.780
H8 -2.015 1.329 -0.471
H9 -2.433 -0.040 -1.580
H10 -1.288 1.220 -2.089


Entry R
DFT (ωB97M-V/def2-TZVPD) results for 2 unconnected molecules or ions with the total composition C3H10N2O.

Computed properties:
SMILES string   NC=O.CCN
Highest occupied orbital energy   -0.340 Ha
Gap between HOMO and LUMO   10.04 eV
Multiplicity   1
Charge   0

CARTESIAN COORDINATES (ANGSTROEM)
N1 -2.536 0.032 -0.209
C1 -1.794 -0.214 -1.324
O1 -1.107 0.587 -1.901
H1 -2.498 0.945 0.215
H2 -2.938 -0.768 0.243
H3 -1.911 -1.255 -1.663
C2 1.807 1.021 1.539
C3 1.232 -0.057 0.635
N2 1.980 -1.309 0.789
H4 2.843 1.231 1.302
H5 1.232 1.941 1.470
H6 1.769 0.673 2.571
H7 0.189 -0.216 0.909
H8 1.206 0.282 -0.400
H9 1.399 -2.097 0.539
H10 2.749 -1.323 0.128


How far above the most stable structure does each one sit? In hartree: entry P 0.0690; entry Q 0.1999; entry R 0.0000.


Entry P
DFT (ωB97M-V/def2-TZVPD) results for a molecular structure, C3H10N2O.

Computed properties:
Highest occupied orbital energy   -0.280 Ha
Gap between HOMO and LUMO   8.69 eV
Multiplicity   1
Charge   0

CARTESIAN COORDINATES (ANGSTROEM)
C1 -0.463 -0.409 -0.317
C2 0.868 -1.913 -0.238
C3 -1.191 1.798 0.241
N1 0.213 0.400 0.536
N2 1.382 0.982 0.109
O1 -1.596 -1.012 0.152
H1 -1.534 -0.997 1.119
H2 -0.507 -0.210 -1.386
H3 2.158 0.758 0.719
H4 1.613 0.900 -0.878
H5 0.289 -2.734 -0.655
H6 1.169 -2.121 0.787
H7 1.707 -1.628 -0.872
H8 -2.214 1.523 -0.005
H9 -1.156 2.257 1.227
H10 -0.739 2.407 -0.540


Entry Q
DFT (ωB97M-V/def2-TZVPD) results for 2 unconnected molecules or ions with the total composition C3H10N2O.

Computed properties:
SMILES string   NC=O.CCN
Highest occupied orbital energy   -0.335 Ha
Gap between HOMO and LUMO   9.89 eV
Multiplicity   1
Charge   0

CARTESIAN COORDINATES (ANGSTROEM)
N1 1.540 -1.233 0.982
C1 1.305 -1.420 2.309
O1 0.294 -1.942 2.722
H1 0.791 -1.611 0.402
H2 2.298 -0.722 0.551
H3 2.105 -1.089 2.978
C2 -0.610 1.423 -0.591
C3 -0.551 1.350 -2.108
N2 -1.835 1.482 -2.737
H4 0.294 1.045 -0.116
H5 -0.882 2.408 -0.209
H6 -1.383 0.769 -0.166
H7 0.166 2.114 -2.441
H8 0.048 0.462 -2.372
H9 -1.956 0.897 -3.542
H10 -2.589 1.361 -2.089


Entry R
DFT (ωB97M-V/def2-TZVPD) results for a molecular structure, C3H10N2O.

Computed properties:
Highest occupied orbital energy   -0.304 Ha
Gap between HOMO and LUMO   4.56 eV
Multiplicity   1
Charge   0

CARTESIAN COORDINATES (ANGSTROEM)
N1 -3.153 0.282 0.314
C1 0.846 1.123 0.349
C2 -0.048 0.011 -0.253
O1 -1.191 0.700 -0.883
C3 2.210 0.990 0.417
N2 1.496 -2.039 -0.489
H1 -3.884 0.014 -0.335
H2 -3.566 0.795 1.070
H3 0.370 2.140 0.590
H4 -0.425 -0.608 0.597
H5 0.726 -0.820 -0.642
H6 -2.084 0.733 -0.294
H7 2.626 0.036 0.200
H8 2.857 1.844 0.748
H9 1.799 -2.296 -1.406
H10 1.418 -2.907 0.017


How far above the most stable structure does each one sit? In hartree: entry P 0.1762; entry Q 0.0000; entry R 0.3251.


Entry P
DFT (ωB97M-V/def2-TZVPD) results for 2 unconnected molecules or ions with the total composition C7H15N.

Computed properties:
SMILES string   C/C=C/C.C=NCC
Highest occupied orbital energy   -0.340 Ha
Gap between HOMO and LUMO   10.37 eV
Multiplicity   1
Charge   0

CARTESIAN COORDINATES (ANGSTROEM)
C1 0.941 -3.522 0.333
C2 -0.101 -2.501 0.691
C3 0.185 -1.324 1.241
C4 -0.797 -0.276 1.687
H1 0.663 -4.438 0.871
H2 0.999 -3.788 -0.720
H3 1.926 -3.240 0.700
H4 -1.137 -2.743 0.473
H5 1.227 -1.146 1.496
H6 -1.822 -0.633 1.594
H7 -0.692 0.649 1.122
H8 -0.611 -0.049 2.738
C5 1.715 1.173 -1.099
N1 0.967 2.176 -0.920
C6 -0.396 2.050 -1.473
C7 -1.319 3.042 -0.777
H9 1.333 0.254 -1.553
H10 2.747 1.199 -0.766
H11 -0.349 2.254 -2.543
H12 -0.777 1.033 -1.335
H13 -2.336 2.950 -1.168
H14 -1.368 2.805 0.287
H15 -0.996 4.074 -0.878


Entry Q
DFT (ωB97M-V/def2-TZVPD) results for C7H15N in the gas phase.

Computed properties:
SMILES string   CCCN1CCCC1
Highest occupied orbital energy   -0.313 Ha
Gap between HOMO and LUMO   9.58 eV
Multiplicity   1
Charge   0

CARTESIAN COORDINATES (ANGSTROEM)
C1 -1.961 -0.697 1.641
C2 -1.273 0.634 1.837
C3 0.166 0.466 1.350
N1 0.164 -0.266 0.116
C4 -0.436 0.491 -1.001
C5 0.537 0.469 -2.153
C6 1.529 -0.603 -1.755
C7 1.570 -0.502 -0.221
H1 -2.605 -1.054 2.492
H2 -2.730 -0.515 0.861
H3 -1.281 -1.412 1.300
H4 -1.795 1.450 1.373
H5 -1.317 0.842 2.841
H6 0.523 1.459 1.309
H7 0.735 -0.080 2.205
H8 -0.811 1.467 -0.740
H9 -1.489 -0.108 -1.132
H10 0.804 1.477 -2.354
H11 0.183 0.224 -3.099
H12 2.494 -0.457 -2.211
H13 1.272 -1.597 -2.046
H14 2.220 0.221 0.064
H15 1.846 -1.609 0.138


How far above the most stable structure does each one sit? In hartree: entry P 0.0000; entry Q 0.0201.


Entry P
DFT (ωB97M-V/def2-TZVPD) results for C7H15N in the gas phase.

Computed properties:
SMILES string   CCCC/C=C(/C)N
Highest occupied orbital energy   -0.279 Ha
Gap between HOMO and LUMO   8.67 eV
Multiplicity   1
Charge   0

CARTESIAN COORDINATES (ANGSTROEM)
C1 1.967 2.240 -0.906
C2 0.674 1.655 -1.504
C3 0.829 0.155 -1.739
C4 0.643 -0.645 -0.413
C5 -0.747 -0.442 0.148
C6 -1.279 -1.198 1.123
C7 -2.445 -0.762 1.981
N1 -0.607 -2.343 1.581
H1 1.913 3.327 -0.888
H2 2.835 1.838 -1.436
H3 2.169 1.885 0.110
H4 -0.173 1.862 -0.860
H5 0.427 2.198 -2.422
H6 0.144 -0.330 -2.446
H7 1.784 -0.128 -2.190
H8 0.656 -1.686 -0.727
H9 1.413 -0.636 0.367
H10 -1.394 0.261 -0.352
H11 -2.478 0.321 1.987
H12 -3.403 -1.147 1.619
H13 -2.233 -1.102 2.995
H14 0.378 -2.547 1.605
H15 -1.072 -2.775 2.366


Entry Q
DFT (ωB97M-V/def2-TZVPD) results for C7H15N in the gas phase.

Computed properties:
SMILES string   CCCC/C(C)=C/N
Highest occupied orbital energy   -0.287 Ha
Gap between HOMO and LUMO   8.85 eV
Multiplicity   1
Charge   0

CARTESIAN COORDINATES (ANGSTROEM)
C1 3.026 1.730 -0.786
C2 2.180 0.450 -0.812
C3 1.370 0.296 0.493
C4 0.483 -0.941 0.517
C5 -0.986 -0.570 0.435
C6 -1.601 0.183 1.601
C7 -1.718 -0.914 -0.624
N1 -3.079 -0.635 -0.800
H1 2.762 2.384 0.043
H2 2.750 2.332 -1.659
H3 4.098 1.548 -0.833
H4 1.440 0.582 -1.601
H5 2.721 -0.475 -0.963
H6 0.760 1.188 0.647
H7 2.117 0.205 1.294
H8 0.684 -1.650 -0.298
H9 0.647 -1.532 1.425
H10 -0.871 0.244 2.415
H11 -2.414 -0.418 2.024
H12 -1.872 1.199 1.351
H13 -1.247 -1.437 -1.452
H14 -3.345 -0.311 -1.725
H15 -3.467 -0.022 -0.095


Entry R
DFT (ωB97M-V/def2-TZVPD) results for C7H15N in the gas phase.

Computed properties:
SMILES string   C=CCCCNCC
Highest occupied orbital energy   -0.308 Ha
Gap between HOMO and LUMO   9.54 eV
Multiplicity   1
Charge   0

CARTESIAN COORDINATES (ANGSTROEM)
C1 -0.412 -2.521 -2.119
C2 -0.039 -2.278 -0.873
C3 -1.014 -1.967 0.213
C4 -0.677 -0.747 1.072
C5 -1.147 0.579 0.431
N1 -0.284 1.712 0.740
C6 0.831 1.841 -0.193
C7 2.008 2.546 0.466
H1 0.206 -2.555 -3.006
H2 -1.477 -2.550 -2.333
H3 0.972 -2.457 -0.517
H4 -1.216 -2.817 0.882
H5 -2.017 -1.783 -0.183
H6 0.402 -0.630 1.226
H7 -1.182 -0.790 2.039
H8 -2.146 0.823 0.809
H9 -1.240 0.534 -0.650
H10 0.065 1.745 1.689
H11 1.042 0.834 -0.580
H12 0.525 2.425 -1.066
H13 1.593 3.388 1.023
H14 2.447 1.888 1.213
H15 2.759 2.781 -0.282


How far above the most stable structure does each one sit? In hartree: entry P 0.0126; entry Q 0.0000; entry R 0.0268.


Entry P
DFT (ωB97M-V/def2-TZVPD) results for CH4N4O2 in the gas phase.

Computed properties:
Highest occupied orbital energy (spin up / spin down)   -0.294 / -0.294 Ha
Gap between HOMO and LUMO (spin up / spin down)   7.87 / 7.87 eV
Multiplicity   1
Charge   0

CARTESIAN COORDINATES (ANGSTROEM)
C1 1.937 0.816 0.107
N1 1.297 -0.349 0.017
N2 0.036 -0.679 -0.179
N3 -0.800 0.482 -0.032
N4 -2.049 0.120 -0.017
O1 -2.926 0.933 -0.142
O2 -2.356 -1.211 0.048
H1 1.480 1.830 0.167
H2 2.959 0.786 0.015
H3 1.893 -1.100 -0.054
H4 -1.469 -1.627 0.069


Entry Q
DFT (ωB97M-V/def2-TZVPD) results for CH4N4O2 in the gas phase.

Computed properties:
SMILES string   O=[N+]([O-])N1CNN1
Highest occupied orbital energy   -0.331 Ha
Gap between HOMO and LUMO   9.85 eV
Multiplicity   1
Charge   0

CARTESIAN COORDINATES (ANGSTROEM)
O1 2.086 -1.247 0.164
N1 1.776 -0.131 0.012
O2 2.410 0.850 0.116
N2 0.467 0.023 -0.386
C1 -0.777 -0.811 -0.147
N3 -1.529 0.436 0.055
N4 -0.190 1.178 0.088
H1 -0.607 -1.387 0.697
H2 -1.214 -1.328 -0.921
H3 -2.128 0.389 0.847
H4 -0.296 2.029 -0.526


How far above the most stable structure does each one sit? In hartree: entry P 0.0000; entry Q 0.0131.